Density functional theory data (wB97M-V/def2-TZVPD) for C33H105O42P9 as an isolated structure at a distorted geometry.

Last column: Mulliken charge in e.
CARTESIAN COORDINATES (ANGSTROEM)
C (0.544, -3.376, 2.522)  -0.98
O (1.554, -4.266, 2.752)  -0.85
H (0.833, -2.670, 1.744)  -0.17
H (-0.332, -3.903, 2.143)  0.76
H (0.382, -2.764, 3.410)  0.46
H (2.156, -3.912, 3.410)  0.54
C (-1.378, 3.580, -2.422)  -2.38
O (-1.415, 2.171, -1.866)  -0.03
H (-0.997, 4.256, -1.656)  0.63
H (-0.599, 3.544, -3.183)  -0.01
H (-2.356, 3.925, -2.758)  0.81
H (-2.021, 2.152, -1.122)  0.15
C (-3.537, -0.641, 0.525)  -0.74
O (-3.312, 0.056, 1.736)  -0.82
H (-4.364, -1.307, 0.772)  0.01
H (-3.887, 0.076, -0.217)  1.13
H (-2.719, -1.246, 0.133)  0.04
H (-2.475, 0.514, 1.625)  -0.16
C (2.679, -1.956, 2.903)  -0.52
O (2.883, -2.914, 3.977)  -0.65
H (3.406, -1.152, 2.785)  -0.34
H (2.566, -2.398, 1.913)  0.12
H (1.706, -1.560, 3.192)  0.17
H (3.806, -2.844, 4.233)  0.47
C (-0.290, 3.379, 0.792)  -0.16
O (-0.570, 3.908, 2.056)  -0.35
H (-0.344, 4.011, -0.095)  0.06
H (0.747, 3.044, 0.747)  -0.44
H (-0.975, 2.541, 0.662)  -0.12
H (-1.469, 4.243, 2.097)  0.42
C (2.092, 3.219, 2.766)  -0.44
O (1.109, 4.219, 3.153)  -0.76
H (2.873, 3.488, 2.055)  0.21
H (2.643, 2.888, 3.646)  0.40
H (1.661, 2.252, 2.508)  0.31
H (0.387, 4.287, 2.524)  0.54
C (6.321, -0.693, 2.456)  -0.81
O (6.047, -0.953, 1.073)  -0.18
P (4.948, -1.963, 0.590)  -0.34
O (4.348, -2.679, 1.732)  -0.06
O (3.980, -0.827, -0.118)  0.57
C (4.523, -0.059, -1.152)  -0.13
O (5.591, -2.807, -0.611)  0.10
C (6.575, -3.741, -0.359)  -1.10
H (7.007, -1.422, 2.887)  0.31
H (5.522, -0.611, 3.193)  0.24
H (6.820, 0.275, 2.414)  0.33
H (3.623, 0.201, -1.711)  -1.56
H (4.967, -0.691, -1.922)  1.11
H (5.292, 0.676, -0.919)  -0.32
H (6.817, -3.908, 0.691)  0.34
H (7.434, -3.317, -0.879)  0.35
H (6.345, -4.691, -0.842)  0.23
C (0.225, -2.664, -1.634)  -0.42
O (0.962, -3.816, -2.023)  -0.73
P (2.629, -3.761, -2.152)  0.86
O (3.226, -5.039, -2.622)  -0.83
O (2.947, -2.461, -3.152)  -0.16
C (4.240, -2.031, -3.254)  -0.72
O (3.142, -3.231, -0.671)  0.37
C (3.504, -4.179, 0.307)  -1.06
H (-0.590, -2.226, -2.210)  -0.45
H (0.771, -1.785, -1.291)  0.41
H (-0.328, -3.082, -0.792)  0.66
H (4.588, -1.972, -4.285)  0.45
H (4.926, -2.484, -2.538)  0.59
H (4.234, -0.978, -2.973)  -0.15
H (3.526, -5.190, -0.100)  0.64
H (2.696, -4.288, 1.031)  0.24
H (4.450, -3.928, 0.786)  0.27
C (1.995, -2.596, 5.652)  0.45
O (1.122, -1.934, 6.544)  -0.42
P (-0.069, -0.945, 6.252)  0.71
O (-0.976, -0.766, 7.424)  -0.83
O (0.742, 0.397, 5.713)  0.04
C (0.895, 1.559, 6.582)  -1.29
O (-0.789, -1.536, 4.961)  -0.25
C (-1.817, -0.916, 4.295)  -0.89
H (1.944, -2.037, 4.718)  -0.31
H (1.693, -3.616, 5.418)  0.24
H (2.926, -2.579, 6.219)  0.33
H (0.937, 1.293, 7.638)  0.47
H (0.100, 2.236, 6.270)  0.82
H (1.836, 1.983, 6.232)  0.22
H (-1.769, -1.099, 3.222)  0.45
H (-1.771, 0.169, 4.382)  0.20
H (-2.709, -1.385, 4.712)  0.36
C (-0.437, 1.050, 2.626)  0.46
O (-0.580, 0.702, 1.245)  1.56
P (-0.387, -0.784, 0.719)  -0.26
O (-0.668, -1.925, 1.688)  -1.09
O (-1.304, -0.814, -0.598)  -0.64
C (-1.196, 0.202, -1.607)  -0.69
O (1.110, -0.747, -0.033)  0.18
C (2.225, -0.724, 0.849)  -0.55
H (-0.070, 0.267, 3.289)  -0.12
H (-1.402, 1.298, 3.067)  -0.03
H (0.244, 1.892, 2.497)  -0.90
H (-2.204, 0.502, -1.893)  -0.64
H (-0.568, -0.244, -2.379)  -0.42
H (-0.630, 1.107, -1.386)  0.23
H (2.103, -0.960, 1.906)  0.49
H (2.796, 0.205, 0.847)  -0.43
H (2.845, -1.533, 0.463)  0.57
C (-4.521, 2.972, 5.972)  -0.92
O (-3.121, 2.833, 5.997)  -0.28
P (-2.090, 3.139, 4.736)  1.09
O (-2.251, 4.442, 4.075)  -0.85
O (-0.652, 2.853, 5.500)  -0.41
C (0.523, 3.263, 4.921)  -1.46
O (-2.148, 1.857, 3.793)  0.47
C (-3.301, 1.500, 3.160)  -1.40
H (-4.881, 3.496, 6.857)  0.33
H (-5.071, 2.097, 5.626)  0.31
H (-4.867, 3.711, 5.249)  0.37
H (0.276, 4.081, 4.244)  0.64
H (1.038, 2.454, 4.403)  0.42
H (1.141, 3.762, 5.667)  0.73
H (-4.190, 1.889, 3.656)  0.41
H (-3.277, 0.415, 3.261)  0.40
H (-3.343, 1.695, 2.088)  0.29
C (-4.348, 0.929, -2.163)  -0.08
O (-4.322, 0.708, -3.487)  -0.18
P (-4.003, 1.803, -4.625)  0.54
O (-4.121, 1.372, -6.055)  -0.84
O (-2.520, 2.380, -4.220)  0.39
C (-1.943, 3.327, -4.974)  -1.17
O (-5.039, 3.023, -4.141)  -0.44
C (-6.389, 3.038, -4.293)  -0.83
H (-4.775, 1.918, -1.994)  0.73
H (-3.361, 0.867, -1.706)  0.06
H (-5.061, 0.174, -1.832)  0.35
H (-1.901, 4.222, -4.353)  0.51
H (-2.483, 3.718, -5.836)  0.38
H (-0.942, 3.027, -5.282)  0.28
H (-6.811, 2.329, -5.005)  0.35
H (-6.776, 4.028, -4.535)  0.29
H (-6.891, 2.819, -3.350)  0.29
C (1.977, 0.107, -2.444)  0.55
O (2.664, 0.895, -1.508)  0.25
P (3.044, 2.437, -1.936)  0.71
O (3.888, 2.599, -3.104)  -0.92
O (3.611, 3.085, -0.544)  -0.27
C (4.872, 2.671, -0.116)  -0.90
O (1.614, 3.178, -2.160)  0.53
C (1.463, 4.408, -2.772)  -0.80
H (2.757, -0.572, -2.789)  -0.30
H (1.411, 0.679, -3.179)  0.77
H (1.150, -0.446, -1.997)  -0.32
H (4.808, 2.353, 0.925)  0.27
H (5.541, 3.531, -0.090)  0.45
H (5.476, 2.004, -0.731)  0.73
H (0.412, 4.332, -3.053)  0.44
H (2.079, 4.490, -3.667)  0.46
H (1.565, 5.285, -2.133)  0.24
C (-1.713, 0.798, -3.832)  -0.91
O (-0.733, -0.166, -3.550)  -1.17
P (0.354, -0.530, -4.715)  1.50
O (0.322, 0.425, -5.888)  -0.93
O (1.730, -0.609, -3.865)  -0.13
C (2.842, -1.283, -4.567)  -1.32
O (0.052, -2.078, -4.924)  -0.43
C (-1.143, -2.520, -5.502)  -0.62
H (-1.774, 1.590, -3.086)  0.89
H (-2.674, 0.287, -3.898)  0.06
H (-1.626, 1.304, -4.794)  1.44
H (2.940, -2.360, -4.430)  0.57
H (3.782, -0.944, -4.133)  -0.47
H (2.773, -1.228, -5.654)  0.84
H (-1.921, -1.777, -5.327)  0.18
H (-1.319, -3.438, -4.941)  0.30
H (-1.214, -2.838, -6.543)  0.37
C (-5.753, -3.845, -0.421)  -0.78
O (-5.057, -4.043, -1.635)  -0.40
P (-4.721, -2.792, -2.631)  0.81
O (-4.252, -2.988, -4.020)  -0.82
O (-6.130, -1.910, -2.598)  -0.36
C (-7.118, -2.009, -3.527)  -0.86
O (-3.756, -1.797, -1.818)  1.08
C (-2.298, -1.748, -2.100)  -0.36
H (-6.018, -2.830, -0.127)  0.24
H (-5.249, -4.267, 0.449)  0.34
H (-6.671, -4.426, -0.336)  0.33
H (-6.884, -2.667, -4.364)  0.40
H (-7.355, -0.980, -3.797)  0.18
H (-8.074, -2.301, -3.093)  0.29
H (-1.938, -2.774, -2.022)  1.31
H (-1.820, -1.277, -1.241)  1.49
H (-1.956, -1.397, -3.073)  -0.11

Computed properties:
- DFT total energy (Ha) = -7550.70953
- HOMO-LUMO gap (hartree) = 0.2922
- LUMO (eV) = -0.342
- energy above the lowest of the compared OMol25 structures with the same formula, charge and spin (kcal/mol) = 1584.8

---

Density functional theory data (wB97M-V/def2-TZVPD) for one molecule with the formula C8H12N2 at a distorted geometry.

Last column: natural (NBO) charge in e.
CARTESIAN COORDINATES (ANGSTROEM)
C (-1.159, -1.860, -0.176)  -0.68
C (-1.265, -0.427, 0.032)  0.01
C (-2.633, 0.255, 0.243)  -0.67
C (-0.017, 0.578, 0.002)  0.22
C (-0.279, 2.092, -0.011)  -0.66
N (1.258, 0.175, 0.044)  -0.39
C (1.702, -1.098, 0.311)  -0.11
C (3.044, -1.099, 0.127)  -0.08
N (3.439, 0.137, -0.304)  -0.45
C (2.323, 0.837, -0.418)  0.17
H (-2.160, -2.084, -0.523)  0.22
H (-0.989, -2.553, 0.585)  0.22
H (-0.415, -2.046, -0.942)  0.23
H (-2.973, 0.756, 1.141)  0.22
H (-3.485, -0.258, -0.114)  0.22
H (-2.633, 1.007, -0.485)  0.22
H (0.078, 2.312, -1.039)  0.22
H (-1.249, 2.475, 0.167)  0.24
H (0.378, 2.436, 0.773)  0.22
H (1.051, -1.677, 0.884)  0.22
H (3.823, -1.848, 0.303)  0.22
H (2.162, 1.890, -0.601)  0.20

Computed properties:
- DFT total energy (Ha) = -421.43054
- structure (SMILES) = CC(C)=C(C)n1ccnc1
- HOMO-LUMO gap (hartree) = 0.3063
- LUMO (eV) = 0.714
- energy above the lowest of the compared OMol25 structures with the same formula, charge and spin (kcal/mol) = 81.4

---

Density functional theory data (wB97M-V/def2-TZVPD) for a 2-piece molecular cluster, C7H8NO5S overall at a distorted geometry.

Last column: natural (NBO) charge in e.
CARTESIAN COORDINATES (ANGSTROEM)
C (-1.951, -0.958, 0.737)  -0.17
C (-0.843, -1.138, 1.404)  -0.24
C (-1.891, -0.507, -0.675)  -0.44
C (-0.816, 0.201, -1.037)  0.13
C (-3.260, -0.452, -1.285)  0.80
C (0.461, -0.653, 0.856)  -0.24
C (1.501, 1.074, -0.507)  -0.39
N (0.325, 0.273, -0.231)  -0.46
O (-3.421, -0.438, -2.672)  -0.71
O (-1.004, 0.157, -4.217)  -0.98
O (-4.321, -0.494, -0.689)  -0.63
O (1.262, 0.202, -3.521)  -0.95
O (-0.060, 2.248, -3.363)  -0.95
S (-0.028, 0.816, -3.374)  2.37
H (-2.866, -1.346, 1.140)  0.23
H (-0.863, -1.427, 2.514)  0.19
H (1.143, -0.252, 1.645)  0.19
H (0.977, -1.481, 0.393)  0.17
H (1.408, 1.622, -1.411)  0.24
H (1.603, 1.946, 0.236)  0.16
H (2.454, 0.605, -0.400)  0.19
H (-2.682, -0.154, -3.146)  0.50

Computed properties:
- DFT total energy (Ha) = -1100.67524
- total charge = -1
- HOMO-LUMO gap (hartree) = 0.2803
- LUMO (eV) = 3.188
- energy above the lowest of the compared OMol25 structures with the same formula, charge and spin (kcal/mol) = 50.7

---

Density functional theory data (wB97M-V/def2-TZVPD) for one molecule with the formula C3H4S4 at a distorted geometry.

Last column: natural (NBO) charge in e.
CARTESIAN COORDINATES (ANGSTROEM)
S (-0.008, 1.249, 2.702)  0.01
C (-0.093, 0.743, 1.146)  -0.32
C (-1.088, -0.268, 0.671)  -0.64
S (-1.242, -0.113, -1.099)  0.28
C (0.527, 0.133, -1.386)  -0.70
S (1.589, -1.195, -1.642)  0.08
S (1.124, 1.297, 0.057)  0.37
H (-0.874, -1.218, 1.075)  0.25
H (-2.149, 0.015, 1.073)  0.28
H (0.711, 0.857, -2.269)  0.27
H (1.502, -1.500, -0.328)  0.12

Computed properties:
- DFT total energy (Ha) = -1709.42208
- structure (SMILES) = S=C1CS[C@H](S)S1
- HOMO-LUMO gap (hartree) = 0.3037
- LUMO (eV) = -0.444
- energy above the lowest of the compared OMol25 structures with the same formula, charge and spin (kcal/mol) = 5.5